12 unconnected molecules or ions with the total composition C46H74O25 at a distorted geometry. Source: OMol25; level of theory: the ωB97M-V functional and the def2-TZVPD basis.

```
! RIJCOSX wB97M-V def2-TZVPD def2/J DEFGRID3
* xyz 1 2
O 5.5564 -1.8726 1.9908
O -2.8555 -0.5053 -6.9409
O 7.3158 1.4215 4.4009
O -2.4572 1.3429 4.3341
O -5.1706 -1.4902 -0.1081
O -0.4572 2.6486 -2.6219
O 1.6392 -4.6779 -4.3873
O 3.3820 -1.8203 2.1968
O -2.5300 2.2223 -2.8258
O 3.0470 1.1977 -0.2682
O -0.8389 -2.2623 -2.3804
O -3.5495 -0.5494 4.2198
O -0.7495 -4.8395 1.9045
O -3.3859 -1.7085 -5.1747
O 2.1793 -2.6340 -5.0688
O -2.0743 5.7712 -0.2057
O -0.7394 -4.2995 -1.3521
O -1.5792 -5.3561 3.9150
O -3.2508 -0.2612 0.0164
O 6.4604 0.1063 5.8711
O 0.9852 0.4258 -0.5883
O 2.1561 5.3799 2.7895
O -2.4554 -3.6281 2.9453
O -3.8735 4.3960 -0.4470
O 1.3313 1.8883 1.1353
C -2.5689 0.0144 4.3510
C -2.3654 -4.1794 -3.0624
C -0.4179 0.3493 -0.4213
C -2.6244 4.6930 0.0575
C 2.0960 -3.5404 -4.1494
C 4.8278 1.1030 4.4460
C -1.6902 0.1569 -7.4671
C -2.1368 -5.5418 -2.6201
C 2.9729 6.4570 2.3708
C 1.0082 6.2881 0.8160
C -1.6098 3.0454 -2.9962
C -4.0880 -0.8067 -0.6047
C 4.0992 1.6199 0.6371
C -0.6147 -6.3263 4.1036
C 2.4552 6.5547 0.9299
C -1.2275 -0.6250 4.5610
C 4.4742 -2.4821 2.0266
C 2.5036 -1.5392 -2.9880
C -5.8741 -2.1413 -1.2166
C -2.5625 -0.9736 -5.7244
C -2.4598 -2.6467 1.9845
C 1.7161 1.2751 0.1851
C -5.4811 -1.3208 -2.4435
C 2.7614 -1.4970 -4.5443
C -1.7019 4.4919 -3.3390
C 4.2323 -3.9111 1.6934
C 2.7835 -3.8708 1.2883
C 2.2111 -2.6326 2.0426
C 6.3396 0.9062 4.8549
C -1.2640 -3.4495 -2.2410
C 0.8922 5.3362 2.1047
C -4.1658 -0.6494 -2.1341
C -0.2243 4.8959 -3.4241
C -1.2189 -0.4180 -5.1722
C -1.0266 1.7296 4.2595
C -1.4991 -4.6027 2.8212
C 5.2180 -0.2776 6.3979
C 2.3546 -2.9826 -2.6697
C -0.2619 0.4227 4.0890
C -4.2574 3.0925 -0.0393
C -1.4395 -5.4707 -1.2702
C 4.3216 0.8489 5.8742
C -2.0952 3.6195 1.0053
C -3.3226 2.7429 1.0509
C 0.5133 3.5713 -3.0426
C -0.8320 0.6122 -6.2606
H -1.8718 4.1643 1.9226
H 3.2633 0.6068 5.7764
H -4.1943 2.4309 -0.9032
H -1.3430 -0.0731 -4.1457
H 4.0040 6.1038 2.3658
H -5.6522 -3.1884 -1.4228
H 3.1692 -3.5233 -2.1879
H -0.7552 -6.3071 -1.1275
H -0.9947 0.2122 -1.3360
H 1.5000 -2.9975 -1.9933
H 0.7166 4.2994 1.8180
H -6.8834 -2.1983 -0.8090
H -4.1718 0.3893 -2.4648
H 5.0601 1.4096 0.1676
H 4.1851 1.0709 1.5748
H 1.8253 -3.0755 2.9608
H 4.3846 -4.6454 2.4844
H -0.6270 2.0893 5.2077
H -1.1883 -0.7738 5.6401
H 0.9212 3.1653 -3.9683
H -2.8217 1.7778 0.9743
H -2.2997 4.5638 -4.2477
H 5.1493 -0.4270 7.4755
H -3.3025 -0.9561 -2.7247
H 3.2113 -1.0834 -2.2957
H -0.7728 1.1891 0.1760
H -0.5547 -1.2822 -5.1787
H -3.0857 -6.0513 -2.4524
H 4.9667 -4.1876 0.9368
H 0.1467 5.3390 -4.3483
H 2.7720 7.4684 0.4270
H 3.0812 5.8133 0.4335
H -3.7207 2.7822 2.0648
H 3.0335 7.3801 2.9473
H -0.7953 2.3064 3.3641
H 0.4031 -5.9925 3.9018
H 4.3313 1.6933 6.5634
H 0.7052 0.4451 4.5913
H -3.3864 -3.8946 -2.8080
H 1.4023 -2.1538 1.4907
H 0.3277 7.1394 0.7964
H -0.0326 0.2219 3.0425
H 0.7735 5.7438 -0.0987
H 1.6119 -0.9433 -2.7930
H -1.1934 -0.5937 -8.0817
H 4.1175 2.6991 0.7893
H -2.1426 -5.4564 -0.4373
H -0.6229 -0.5410 0.1733
H 5.0059 -1.2460 5.9447
H 1.2807 3.7042 -2.2800
H -1.4981 -6.0777 -3.3222
H -0.0406 5.5641 -2.5827
H 2.2231 -0.6374 -4.9437
H -0.9675 1.6386 -5.9197
H -1.5500 -2.0474 2.0183
H 4.8340 2.0943 3.9927
H -0.8634 -7.3284 3.7543
H -1.7500 1.1309 -7.9527
H -3.4135 -2.1189 1.9844
H -2.1876 -3.8257 -4.0779
H 3.8286 -1.5876 -4.7469
H -6.1183 -0.4810 -2.7208
H 0.0188 5.5229 2.7295
H -1.0928 -1.6173 4.1304
H -1.1211 3.2831 0.6503
H -2.1998 5.0481 -2.5448
H 4.5051 0.3435 3.7339
H 0.2056 0.6843 -6.5865
H -2.5460 -3.0514 0.9761
H -5.1586 -1.9873 -3.2434
H -0.5996 -6.4516 5.1863
H 2.3361 -4.7980 1.6463
H -5.3037 3.1598 0.2586
H 2.6867 -3.9143 0.2034
*
```

- HOMO energy (alpha / beta): -11.2678 / -11.2678 eV
- Largest force on an atom: 6.8 eV/A
- Frontier orbital gap (alpha / beta): 8.581 / 2.343 eV
- ⟨S²⟩: 0.75
- LUMO (alpha / beta): -2.6869 / -8.9252 eV

Atom charges from the Mulliken analysis, given in e for atoms 1 to 5: atom 1 (O): -0.66, atom 2 (O): -0.44, atom 3 (O): -0.61, atom 4 (O): -0.41, atom 5 (O): -0.45